No. 1
The following is a DFT calculation (wB97M-V/def2-TZVPD) of C14H28AgCuN2O20S3 as an isolated structure in a non-equilibrium geometry.

XYZ file:
```
69
Properties=species:S:1:pos:R:3:mulliken_spin:R:1
Ag 1.24118 -1.94251 1.29993 0.290
Cu 1.09279 -2.01164 -1.53388 0.030
O 0.06043 -0.90902 2.15563 0.485
C -0.04646 -0.11583 0.97734 -0.088
C 0.91019 -0.49815 -0.27325 -0.035
O 2.00404 -1.43470 -0.25124 0.031
H 0.33902 0.85294 1.29516 0.076
H -1.05357 0.04148 0.59121 -0.011
H 1.15999 0.41437 -0.81454 0.013
H 0.23001 -1.17484 -0.79052 0.062
C 0.67548 2.66203 2.22456 0.003
N 0.66223 2.51767 0.69583 0.011
O 1.77213 2.69736 0.18142 -0.002
O -0.37459 2.30250 0.08698 0.004
H -0.13939 1.98729 2.48685 0.000
H 0.49490 3.68917 2.54154 0.001
H 1.61427 2.19492 2.52221 -0.001
C -1.05097 0.59081 -1.99885 0.005
N -1.30171 -0.88232 -2.29078 0.000
O -0.49613 -1.72375 -1.93424 0.003
O -2.42043 -1.13896 -2.79248 -0.003
H -1.49757 0.73346 -1.01483 -0.001
H -1.39185 1.08587 -2.90814 0.000
H 0.03695 0.52425 -1.99003 0.006
O -5.18023 -3.05685 -1.14031 0.000
C -4.05810 -2.91521 -0.65346 0.000
O -3.33226 -3.95878 -0.03477 0.003
C -2.05112 -3.59922 0.28649 -0.008
C -1.80296 -2.44619 -0.67733 0.024
C -3.18878 -1.71945 -0.64289 -0.002
H -1.37315 -4.43848 0.13123 0.000
H -1.96102 -3.22839 1.30750 0.005
H -1.61311 -2.95571 -1.62202 0.003
H -0.92689 -1.81686 -0.52067 -0.039
H -3.38746 -1.09591 -1.51458 -0.001
H -3.33795 -1.12782 0.26033 0.000
C -1.69624 -0.62845 3.11093 0.017
C -1.30793 -2.04249 2.56825 0.090
O -2.50814 -2.82776 2.56610 0.014
S -3.73064 -2.00818 3.35003 0.000
O -3.57728 -2.26974 4.80243 0.003
O -5.02080 -2.29965 2.68709 0.004
O -3.05590 -0.63919 2.82590 0.004
H -1.35246 0.11783 2.39471 0.005
H -1.62366 -0.24845 4.12997 -0.001
H -0.37690 -2.33515 3.05366 -0.003
H -0.96924 -1.91599 1.53995 -0.018
C 3.15696 0.77327 0.95725 0.035
C 3.05393 0.97642 -0.53074 0.005
O 4.12649 1.71105 -1.01773 0.000
S 5.27051 1.72563 0.20240 -0.001
O 5.28837 3.04171 0.99211 0.000
O 6.51227 1.11396 -0.09197 0.000
O 4.55626 0.66385 1.20135 -0.001
H 2.51417 -0.07307 1.19938 -0.037
H 2.74348 1.71698 1.31300 0.004
H 2.15733 1.33649 -1.03528 0.001
H 3.14677 0.00100 -1.00829 0.002
C 1.93251 1.95552 -1.87002 0.006
C 0.37488 2.21544 -1.71775 -0.002
O -0.01039 2.16476 -3.03848 -0.001
S 1.05869 2.79678 -4.11106 0.001
O 0.99867 4.24700 -4.17271 0.000
O 1.01427 2.06610 -5.43248 0.000
O 2.31002 2.28852 -3.23777 0.001
H 2.07181 0.89650 -1.65279 0.004
H 2.58370 2.62078 -1.30303 0.001
H 0.15170 3.20598 -1.32137 0.000
H -0.10113 1.54904 -0.99842 0.004
```

2S+1: 2
E_LUMO (spin up / spin down) (hartree): -0.2074 / -0.2847
Total charge: +1
Max |F| (hartree/bohr): 0.297
Molar mass (g mol⁻¹): 811.99
HOMO (spin up / spin down) (eV): -12.91 / -12.87

No. 2
The following is a DFT calculation (wB97M-V/def2-TZVPD) of an isolated molecule of C34H41N3O in a non-equilibrium geometry.

XYZ file:
```
79
Properties=species:S:1:pos:R:3:mulliken_charge:R:1
C 0.50601 -1.70650 -5.33663 -1.903
C -0.61066 -1.82782 -4.29587 2.496
C -1.75717 -0.95870 -4.77271 -1.817
C -1.09669 -3.27403 -4.25408 -1.825
C -0.11283 -1.42195 -2.86285 -0.816
C -0.74386 -0.46965 -2.06386 -0.057
C -0.35657 -0.13586 -0.75240 -1.249
C -1.14146 1.01681 -0.15430 -0.331
C -0.35403 1.63390 1.00428 -0.005
C 1.08883 1.79861 1.06302 -1.317
C 1.72715 2.36122 2.15482 0.614
C 0.98022 2.73657 3.31702 0.329
N 1.61480 3.15408 4.46734 0.022
C 3.00524 3.57338 4.45675 -0.639
C 3.82243 2.71416 3.53200 -0.943
C 3.22485 2.60764 2.14918 -0.641
C 0.84482 3.68329 5.56414 -0.668
C -0.47817 2.95730 5.74100 -0.857
C -1.27904 3.03268 4.45217 -0.808
C -0.44038 2.67922 3.23992 0.434
C -1.05654 2.32047 2.04065 -1.103
C 0.78302 -0.84621 -0.22722 -0.428
C 1.53896 -1.71575 -0.98235 -0.116
C 2.85735 -2.37754 -0.47368 2.298
C 2.60828 -3.86229 -0.23733 -1.809
C 3.33187 -1.76929 0.84159 -1.968
C 4.01930 -2.24807 -1.45546 -1.930
C 1.05647 -2.13472 -2.31620 1.516
O 1.65431 -3.00402 -2.98172 -0.874
H 1.33765 -2.36415 -5.09524 0.351
H 0.11562 -1.99255 -6.31644 0.465
H 0.87572 -0.68167 -5.40138 0.375
H -2.65532 -1.06896 -4.15640 0.064
H -1.47321 0.09690 -4.80849 0.392
H -2.02993 -1.24667 -5.78718 0.526
H -1.88054 -3.38771 -3.50087 0.287
H -1.49579 -3.56868 -5.22868 0.474
H -0.26756 -3.93097 -3.99672 0.373
H -1.63963 -0.00789 -2.42687 0.128
H -1.37706 1.88601 -0.90218 0.431
H 1.72660 1.52431 0.19753 0.527
H 3.04817 4.63619 4.15675 0.276
H 3.31885 3.50490 5.50171 0.414
H 4.81809 3.12504 3.50215 0.407
H 3.91498 1.73289 3.97762 0.308
H 3.71028 1.80285 1.58657 0.248
H 3.44643 3.52901 1.59202 0.349
H 1.46110 3.57711 6.45436 0.406
H 0.64494 4.76441 5.42610 0.289
H -0.30029 1.91321 5.97970 0.319
H -1.04357 3.39504 6.56560 0.373
H -2.13968 2.36095 4.47049 0.386
H -1.70097 4.04052 4.32973 0.327
H -2.09703 2.53068 1.93931 1.049
H 1.04767 -0.74275 0.85115 0.472
H 2.33957 -4.34710 -1.17463 0.372
H 3.49446 -4.35081 0.16789 0.458
H 1.78942 -3.99575 0.46885 0.339
H 3.54583 -0.69937 0.73781 0.308
H 2.60343 -1.91995 1.64210 0.381
H 4.26606 -2.25990 1.15683 0.447
H 4.27444 -1.20521 -1.64022 0.379
H 4.90580 -2.73327 -1.04482 0.495
H 3.79373 -2.72155 -2.40790 0.321
C -2.81303 0.61646 -0.30714 0.597
C -3.22819 0.62815 1.07275 -0.425
N -3.61886 0.54510 2.18260 -0.545
N -3.58333 -0.40357 -1.05483 0.339
C -3.92960 -0.12646 -2.35407 -0.100
C -4.98135 -0.76741 -2.98571 -0.377
C -5.70386 -1.79205 -2.40258 -0.351
C -5.30416 -2.11112 -1.09962 -0.747
C -4.22723 -1.49090 -0.45678 -0.060
H -3.13665 1.55268 -0.79782 0.415
H -3.40879 0.77077 -2.75271 0.418
H -5.30897 -0.40302 -3.95266 0.373
H -6.60078 -2.24910 -2.84182 0.445
H -5.89330 -2.78127 -0.49794 0.405
H -3.87664 -1.70030 0.57490 0.494
```

E_LUMO (hartree): -0.0774
ΔE to the lowest compared entry with this formula, charge and spin (kJ/mol): 302.78
Max |F| (hartree/bohr): 0.079
Molar mass (g mol⁻¹): 507.72
HOMO (eV): -5.76

No. 3
The following is a DFT calculation (wB97M-V/def2-TZVPD) of a 4-piece molecular cluster, C4H14O3 overall in a non-equilibrium geometry.

XYZ file:
```
21
Properties=species:S:1:pos:R:3:nbo_charge:R:1
C -1.19779 -0.05420 1.60710 -0.626
C 0.15234 -0.39139 1.01106 -0.232
C 0.71266 -1.56540 1.29516 -0.155
C 2.06918 -2.03403 0.87200 -0.648
H -1.49241 -0.83772 2.30185 0.215
H -1.02992 0.87903 2.14100 0.215
H -1.98127 0.12060 0.88285 0.179
H 0.41854 0.02683 0.04199 0.212
H 0.08365 -2.33044 1.75449 0.185
H 2.50735 -1.42563 0.08611 0.215
H 2.68956 -1.87971 1.76154 0.223
H 2.10587 -3.08502 0.60827 0.214
O -0.15776 3.13612 -0.39983 -0.955
H -0.03071 2.51095 0.32098 0.458
H -0.11292 2.59134 -1.19981 0.492
O -1.86845 0.33721 -1.72475 -0.955
H -2.71833 -0.01042 -2.01507 0.479
H -2.06900 0.67983 -0.84519 0.479
O 0.65928 1.41090 -2.59189 -0.971
H 1.28642 1.19052 -3.28527 0.479
H -0.02628 0.73062 -2.62259 0.497
```

E_LUMO (hartree): 0.0197
ΔE to the lowest compared entry with this formula, charge and spin (kJ/mol): 131.18
Max |F| (hartree/bohr): 0.044
Molar mass (g mol⁻¹): 110.15
HOMO (eV): -9.12

No. 4
The following is a DFT calculation (wB97M-V/def2-TZVPD) of CH2I4Si as an isolated structure in a non-equilibrium geometry.

XYZ file:
```
8
Properties=species:S:1:pos:R:3:nbo_charge:R:1
C 2.08295 -0.63498 0.46032 -0.524
Si -1.41476 0.60285 -0.41279 0.429
I 1.57975 1.36863 0.12118 0.312
I -3.17814 2.30330 -1.28875 -0.208
I -1.76412 -1.32906 -2.07690 -0.206
I -1.64340 -0.11619 2.03563 -0.217
H 2.80723 -1.10777 -0.15970 0.199
H 1.53048 -1.08677 1.32101 0.215
```

E_LUMO (spin up / spin down) (hartree): -0.0420 / -0.0909
ΔE to the lowest compared entry with this formula, charge and spin (kJ/mol): 102.02
Max |F| (hartree/bohr): 0.041
Molar mass (g mol⁻¹): 549.73
HOMO (spin up / spin down) (eV): -7.83 / -9.11

No. 5
The following is a DFT calculation (wB97M-V/def2-TZVPD) of an isolated ion of composition C13H17N2 and charge +1 in a non-equilibrium geometry.

XYZ file:
```
32
Properties=species:S:1:pos:R:3:nbo_charge:R:1
N -0.60711 -2.20625 -1.95592 -0.744
C -0.42350 -1.13098 -1.18274 0.290
C -0.54342 0.13969 -1.69789 -0.114
C -0.11100 1.25305 -1.05002 0.279
N 0.47758 1.07658 0.14624 -0.480
C 0.39355 -0.09402 0.79739 0.272
C -0.05990 -1.25513 0.20123 -0.025
C -0.02158 -2.45992 1.07762 -0.458
C 0.31686 -1.76198 2.40525 -0.377
C 0.87986 -0.34376 2.15767 -0.128
C 0.74690 0.73165 3.19219 -0.390
C 2.12774 0.19824 2.84799 -0.384
C -0.09232 2.48047 -1.86762 -0.452
C -1.29089 2.12023 -2.77062 -0.393
C -1.32538 0.59066 -2.97523 -0.424
H -1.02578 -2.09982 -2.85302 0.411
H -0.19649 -3.11819 -1.71772 0.420
H 0.64205 1.94437 0.76522 0.431
H -0.96153 -3.10883 1.13025 0.243
H 0.60311 -3.27510 0.72032 0.228
H -0.75531 -1.61582 2.88441 0.223
H 0.96422 -2.41823 3.06285 0.244
H 0.22786 0.55623 4.13680 0.247
H 0.61604 1.71302 2.76514 0.191
H 2.85017 0.88568 2.32667 0.227
H 2.66873 -0.36702 3.57526 0.243
H -0.42287 3.33253 -1.14584 0.229
H 0.98255 2.70387 -2.15802 0.260
H -1.28047 2.59786 -3.82669 0.246
H -2.17017 2.42939 -2.20462 0.225
H -0.79832 0.13724 -3.79761 0.221
H -2.41117 0.36429 -2.98895 0.239
```

E_LUMO (hartree): -0.1158
Total charge: +1
ΔE to the lowest compared entry with this formula, charge and spin (kJ/mol): 215.89
Max |F| (hartree/bohr): 0.069
Molar mass (g mol⁻¹): 201.29
HOMO (eV): -12.53

No. 6
The following is a DFT calculation (wB97M-V/def2-TZVPD) of a 9-piece molecular cluster, C48H54F6O6S3 overall in a non-equilibrium geometry.

XYZ file:
```
117
Properties=species:S:1:pos:R:3:mulliken_charge:R:1
O 39.93200 21.57900 8.66600 -0.738
S 40.47500 21.61100 7.29200 1.315
O 41.35600 22.63400 6.89100 -0.691
C 41.31300 20.15700 6.89400 -0.052
C 40.45600 19.58700 5.74700 0.921
C 39.04300 20.01600 6.06700 -0.629
C 39.00100 21.35400 6.30400 -1.032
H 41.28200 19.54000 7.83800 -0.123
H 42.45100 20.33100 6.68700 0.261
H 40.72400 20.03300 4.73700 -0.166
H 40.61200 18.54100 5.51300 -0.511
H 38.60500 19.32800 6.80400 0.397
H 38.17800 19.73800 5.29600 0.273
H 38.08100 21.77000 7.02900 0.270
H 39.18000 21.91200 5.52000 0.557
O 39.83500 16.97400 8.25500 -0.721
S 39.88000 15.70000 7.61700 1.264
O 41.25700 15.06700 7.49500 -0.586
C 38.68300 14.61400 8.30100 -0.929
C 37.74900 14.28400 7.22600 -1.274
C 38.43100 14.48400 5.84900 -0.352
C 39.19800 15.69100 5.99000 0.412
H 38.25500 14.97200 9.19900 0.472
H 39.17700 13.73600 8.81700 0.400
H 37.55100 13.37200 7.27100 0.629
H 36.93200 14.97400 7.23800 0.329
H 37.66000 14.61100 5.17500 0.576
H 39.11200 13.69400 5.60300 0.186
H 38.49000 16.57200 5.70600 0.210
H 40.09700 16.01100 5.29900 -0.653
O 37.94500 20.69400 0.83700 -0.746
S 39.09100 20.75800 1.79900 1.062
O 38.88200 21.42200 3.01300 -0.559
C 40.02200 19.19300 1.87800 -0.430
C 41.41500 19.72900 1.34700 -0.069
C 41.09100 20.65500 0.26800 -0.524
C 40.31000 21.66600 0.78100 -1.124
H 39.48600 18.55200 1.21600 0.591
H 40.15600 18.64000 2.75000 0.009
H 42.04800 20.20000 2.19300 -0.094
H 41.89100 18.88200 0.83700 0.230
H 40.29700 20.37600 -0.58000 0.215
H 41.90800 21.17700 -0.00500 0.535
H 39.89100 22.36200 0.17900 0.546
H 40.64200 22.14200 1.69000 0.387
F 46.47200 12.20800 3.54100 -0.345
C 45.43200 12.08700 4.37000 0.480
C 45.00600 10.80100 4.80100 -0.535
C 43.92400 10.71500 5.64900 -0.384
C 43.17000 11.90800 6.00800 -0.708
C 43.68800 13.21800 5.57300 -0.536
C 44.82600 13.28800 4.76400 0.048
H 45.54300 9.80300 4.58900 0.295
H 43.61700 9.63100 6.07000 0.200
H 42.39200 11.77800 6.71600 0.563
H 43.24000 14.05800 5.96100 0.819
H 44.97200 14.26100 4.22800 0.143
F 46.74100 18.83800 10.97000 -0.332
C 45.73800 18.46400 10.06000 0.583
C 44.38900 18.69800 10.44900 -0.820
C 43.37000 18.16100 9.74000 -0.243
C 43.60800 17.41600 8.58400 -0.267
C 45.00900 17.25000 8.18600 -0.266
C 46.08200 17.74300 8.92500 -0.795
H 44.04700 19.33500 11.18600 0.455
H 42.35300 18.29400 10.17900 0.364
H 42.85200 17.15200 7.80600 0.313
H 45.48000 16.64200 7.40600 0.695
H 47.17500 17.67700 8.56800 0.315
F 48.54200 19.92600 1.41200 -0.299
C 49.56900 19.77700 2.41000 0.543
C 50.08400 20.83300 3.20900 -0.281
C 50.96700 20.64700 4.26900 -0.276
C 51.34500 19.24500 4.52100 -0.699
C 50.68100 18.24600 3.82800 -0.124
C 49.93300 18.39700 2.67800 -0.838
H 49.49400 21.85700 2.83500 0.171
H 51.17400 21.55400 4.76900 0.419
H 51.84400 18.97700 5.40600 0.354
H 50.87500 17.35300 4.33200 0.397
H 49.36400 17.69300 2.44100 0.642
F 41.95300 16.72000 3.75700 -0.366
C 43.35500 17.02900 3.79500 0.617
C 44.05700 16.58800 2.72200 -0.635
C 45.46700 16.74600 2.72700 -0.518
C 46.07700 17.41300 3.85300 -0.298
C 45.34600 17.97100 4.84300 -0.822
C 43.90800 17.82000 4.87100 0.636
H 43.39400 16.15500 1.99700 0.370
H 46.20900 16.24200 1.89800 0.206
H 47.13900 17.19500 3.84700 0.529
H 45.88400 18.34300 5.84900 0.206
H 43.30700 18.48700 5.55800 -0.007
F 42.80000 13.08400 2.34100 -0.328
C 41.48700 12.94500 2.52900 0.440
C 40.51100 13.88200 2.18600 -0.277
C 39.18100 13.81200 2.37400 -0.158
C 38.64600 12.61100 2.89100 -0.778
C 39.53200 11.64900 3.33700 -0.481
C 40.94200 11.71500 3.10400 -0.361
H 41.11600 14.65100 1.75300 0.220
H 38.48700 14.63700 2.11600 0.378
H 37.64700 12.70300 3.09700 0.519
H 39.26000 10.62300 3.71000 0.287
H 41.57600 10.87400 3.21600 0.537
F 44.21600 21.50700 4.80700 -0.146
C 44.72100 22.01800 3.69500 0.451
C 45.07900 21.13500 2.67200 0.306
C 45.74200 21.72000 1.56900 -0.923
C 46.02600 23.11400 1.44400 -0.812
C 45.59600 23.98500 2.43000 -0.556
C 44.95200 23.41700 3.53300 -0.730
H 44.97300 20.03600 2.72600 0.299
H 46.13500 20.91300 1.02000 0.527
H 46.76100 23.36300 0.72400 0.421
H 45.80200 24.98900 2.39300 0.506
H 44.73800 23.91900 4.36500 0.638
```

E_LUMO (hartree): 0.0031
ΔE to the lowest compared entry with this formula, charge and spin (kJ/mol): 0.00
Max |F| (hartree/bohr): 0.187
Molar mass (g mol⁻¹): 937.14
HOMO (eV): -8.88

The calculation returns the following total energy values, one per record and in order: -139985.851, -42436.382, -10516.570, -41349.266, -16730.017, -111733.307 eV.